No. 1
Entry from OMol25: 12 unconnected molecules or ions with the total composition C40H79Cl3F3N13O6S in a non-equilibrium geometry (ωB97M-V/def2-TZVPD).

CARTESIAN COORDINATES (ANGSTROEM)
C (-1.049, 4.461, -0.116)
C (-2.055, 5.530, -0.374)
O (-2.079, 6.304, -1.253)
N (-3.304, 5.477, 0.548)
H (-3.795, 4.629, 0.243)
H (-3.026, 5.175, 1.487)
C (-4.262, 6.644, 0.522)
H (-0.992, 4.092, 0.908)
H (-0.076, 4.718, -0.527)
H (-1.300, 3.566, -0.701)
H (-3.964, 7.397, 1.249)
H (-5.232, 6.212, 0.743)
H (-4.245, 7.179, -0.425)
C (5.167, 0.204, -3.663)
C (5.863, -1.102, -3.771)
O (5.456, -2.135, -3.383)
N (7.317, -0.963, -4.164)
H (7.333, -0.324, -4.962)
H (7.840, -0.548, -3.389)
C (7.892, -2.228, -4.807)
H (4.112, 0.203, -3.405)
H (5.095, 0.707, -4.637)
H (5.740, 0.903, -3.047)
H (7.638, -2.208, -5.860)
H (7.561, -3.092, -4.242)
H (8.965, -2.146, -4.642)
C (-6.856, -4.763, -0.619)
C (-5.673, -4.286, -1.421)
O (-4.772, -4.960, -1.750)
N (-5.462, -2.778, -1.557)
H (-4.736, -2.697, -2.279)
H (-6.225, -2.284, -2.030)
C (-4.946, -2.182, -0.254)
H (-6.970, -4.029, 0.182)
H (-6.677, -5.747, -0.195)
H (-7.822, -4.821, -1.124)
H (-5.642, -2.303, 0.568)
H (-4.780, -1.128, -0.463)
H (-4.002, -2.665, 0.009)
C (3.466, -3.981, -0.064)
C (3.859, -4.281, -1.517)
N (2.868, -3.735, -2.416)
C (2.116, -2.585, -2.326)
C (1.509, -2.398, -3.528)
N (1.845, -3.447, -4.359)
C (2.695, -4.218, -3.664)
C (1.085, -3.871, -5.511)
H (3.909, -3.078, 0.352)
H (3.667, -4.826, 0.594)
H (2.373, -3.959, -0.014)
H (3.815, -5.363, -1.657)
H (4.902, -4.033, -1.710)
H (2.169, -1.902, -1.490)
H (0.843, -1.645, -3.920)
H (3.203, -5.064, -4.099)
H (1.049, -4.957, -5.550)
H (1.469, -3.492, -6.457)
H (0.062, -3.518, -5.407)
C (0.982, 2.742, -2.660)
C (0.754, 1.234, -2.913)
N (-0.052, 0.624, -1.862)
C (-1.055, -0.278, -2.079)
C (-1.385, -0.851, -0.871)
N (-0.501, -0.304, 0.065)
C (0.249, 0.587, -0.569)
C (-0.364, -0.511, 1.490)
H (1.849, 3.165, -3.164)
H (1.075, 3.007, -1.610)
H (0.171, 3.318, -3.115)
H (1.707, 0.707, -2.973)
H (0.252, 0.953, -3.841)
H (-1.416, -0.388, -3.090)
H (-1.998, -1.717, -0.677)
H (1.131, 1.116, -0.219)
H (0.665, -0.592, 1.836)
H (-0.822, -1.437, 1.845)
H (-0.868, 0.334, 1.962)
C (0.291, -5.322, 4.565)
C (0.221, -3.876, 5.033)
N (1.115, -3.029, 4.253)
C (1.348, -3.061, 2.910)
C (2.263, -2.112, 2.616)
N (2.671, -1.581, 3.812)
C (1.936, -2.108, 4.795)
C (3.753, -0.605, 3.918)
H (-0.332, -6.033, 5.100)
H (1.326, -5.641, 4.447)
H (-0.145, -5.340, 3.559)
H (0.575, -3.734, 6.053)
H (-0.814, -3.554, 4.907)
H (0.911, -3.739, 2.194)
H (2.757, -1.774, 1.716)
H (1.938, -1.817, 5.836)
H (4.764, -0.998, 3.938)
H (3.512, 0.036, 4.767)
H (3.604, 0.033, 3.045)
C (-7.086, 0.525, 7.626)
C (-6.497, -0.863, 7.813)
N (-5.747, -1.213, 6.582)
C (-6.291, -1.699, 5.421)
C (-5.324, -1.551, 4.489)
N (-4.173, -1.066, 5.077)
C (-4.466, -0.911, 6.380)
C (-2.899, -0.858, 4.434)
H (-7.609, 0.958, 8.470)
H (-7.730, 0.470, 6.744)
H (-6.263, 1.165, 7.296)
H (-7.283, -1.608, 7.933)
H (-5.836, -0.908, 8.676)
H (-7.332, -1.970, 5.382)
H (-5.347, -1.983, 3.502)
H (-3.814, -0.480, 7.124)
H (-2.336, -1.734, 4.107)
H (-2.233, -0.421, 5.181)
H (-3.036, -0.177, 3.597)
C (0.328, 7.108, -3.550)
C (1.124, 7.235, -4.847)
N (1.658, 5.963, -5.352)
C (0.936, 4.788, -5.666)
C (1.881, 3.839, -5.856)
N (3.114, 4.367, -5.621)
C (2.938, 5.652, -5.265)
C (4.394, 3.684, -5.631)
H (0.286, 8.112, -3.135)
H (0.826, 6.428, -2.857)
H (-0.665, 6.714, -3.764)
H (1.965, 7.894, -4.621)
H (0.616, 7.762, -5.653)
H (-0.130, 4.763, -5.534)
H (1.752, 2.762, -5.913)
H (3.684, 6.277, -4.800)
H (4.278, 2.766, -6.205)
H (4.675, 3.490, -4.596)
H (5.237, 4.187, -6.103)
Cl (-1.867, -4.109, 1.176)
Cl (3.644, 0.096, 0.141)
Cl (1.202, 0.024, -6.304)
C (-0.138, 1.671, 4.975)
F (-0.087, 0.646, 4.087)
F (-0.218, 2.803, 4.270)
F (-1.265, 1.551, 5.683)
S (1.348, 1.697, 6.165)
O (2.380, 2.366, 5.391)
O (0.790, 2.386, 7.316)
O (1.602, 0.287, 6.557)

Values from the calculation:
Spin multiplicity = 1
LUMO level = -8.6 eV
Kohn-Sham gap = 0.2169 Ha
E = -130937.006 eV
ΔE to the lowest compared entry with this formula, charge and spin = 0.0 kJ/mol
Net charge = +4
Max |F| = 2.6 eV/Å

No. 2
Entry from OMol25: a molecular structure, C39H36N10O3Zn (ωB97M-V/def2-TZVPD).

CARTESIAN COORDINATES (ANGSTROEM)
Zn (0.381, -0.107, -0.247)
N (-1.495, 2.951, -3.781)
C (-0.581, 2.153, -3.224)
N (-0.506, 1.877, -1.954)
C (-1.393, 2.519, -1.094)
N (-1.220, 2.515, 0.186)
N (-0.184, 1.711, 0.612)
C (0.502, 2.144, 1.588)
C (1.636, 1.333, 2.080)
C (2.425, 1.762, 3.129)
C (3.502, 0.976, 3.517)
C (3.745, -0.210, 2.848)
C (2.895, -0.572, 1.812)
N (1.865, 0.180, 1.432)
C (-2.515, 3.271, -1.648)
C (-3.541, 3.794, -0.857)
C (-4.558, 4.517, -1.437)
C (-4.561, 4.739, -2.818)
C (-3.553, 4.234, -3.613)
C (-2.536, 3.497, -3.019)
H (-1.456, 3.143, -4.767)
H (0.149, 1.725, -3.906)
H (0.283, 3.112, 2.032)
H (2.200, 2.696, 3.632)
H (4.143, 1.290, 4.331)
H (4.576, -0.848, 3.117)
H (3.046, -1.500, 1.268)
H (-3.511, 3.626, 0.213)
H (-5.356, 4.921, -0.826)
H (-5.362, 5.310, -3.271)
H (-3.551, 4.406, -4.685)
O (-3.280, -5.201, 2.913)
C (-2.734, -4.166, 3.700)
C (-2.048, -3.177, 2.800)
C (-1.438, -2.046, 3.326)
C (-0.805, -1.173, 2.470)
N (-0.752, -1.356, 1.148)
C (-1.359, -2.430, 0.631)
C (-2.005, -3.361, 1.424)
C (-1.297, -2.549, -0.857)
C (-1.926, -3.566, -1.549)
C (-1.818, -3.636, -2.932)
C (-2.504, -4.764, -3.671)
O (-3.879, -4.827, -3.341)
C (-1.080, -2.654, -3.578)
C (-0.489, -1.663, -2.823)
N (-0.589, -1.601, -1.493)
H (-3.758, -5.816, 3.477)
H (-2.001, -4.546, 4.415)
H (-3.504, -3.640, 4.270)
H (-1.453, -1.843, 4.392)
H (-0.324, -0.282, 2.856)
H (-2.485, -4.234, 1.010)
H (-2.519, -4.310, -1.035)
H (-2.069, -5.707, -3.345)
H (-2.329, -4.675, -4.744)
H (-4.377, -4.206, -3.882)
H (-0.962, -2.664, -4.657)
H (0.111, -0.893, -3.294)
C (-0.087, 0.990, -7.577)
C (1.069, 0.153, -7.080)
C (2.362, 0.337, -7.560)
C (3.418, -0.443, -7.110)
C (3.211, -1.444, -6.168)
N (4.343, -2.215, -5.774)
C (4.525, -3.039, -4.687)
O (5.285, -3.975, -4.678)
N (3.740, -2.739, -3.558)
C (3.471, -1.481, -3.022)
C (4.072, -0.297, -3.448)
C (3.689, 0.901, -2.875)
C (2.698, 0.915, -1.914)
N (2.113, -0.214, -1.501)
C (2.511, -1.380, -2.023)
C (1.921, -1.652, -5.687)
C (0.877, -0.853, -6.137)
H (0.221, 1.650, -8.387)
H (-0.499, 1.616, -6.780)
H (-0.896, 0.359, -7.950)
H (2.552, 1.105, -8.303)
H (4.419, -0.274, -7.498)
H (5.032, -2.379, -6.490)
H (3.652, -3.533, -2.947)
H (4.839, -0.317, -4.211)
H (4.154, 1.829, -3.182)
H (2.350, 1.841, -1.469)
H (2.015, -2.279, -1.662)
H (1.719, -2.453, -4.988)
H (-0.131, -1.044, -5.770)

Values from the calculation:
Spin multiplicity = 1
LUMO level = -5.5 eV
Kohn-Sham gap = 0.2695 Ha
E = -110479.787 eV
Net charge = +2
Max |F| = 0.5 eV/Å

No. 3
Entry from OMol25: a molecular structure, C3H8N4O in a non-equilibrium geometry (ωB97M-V/def2-TZVPD).

CARTESIAN COORDINATES (ANGSTROEM)
C (-1.913, -0.191, 0.061)
C (-1.037, 1.178, -0.057)
C (2.043, -0.479, 0.146)
H (-0.368, -1.014, -1.238)
H (-1.040, -2.113, -0.239)
H (-2.665, 0.221, 1.790)
H (-1.174, 1.812, 0.751)
H (-1.398, 1.893, -0.881)
H (2.061, 1.543, -0.336)
H (1.121, -1.325, 0.205)
H (3.956, -1.292, 0.382)
N (-1.737, -0.937, -1.222)
N (-2.597, -0.398, 1.058)
N (1.395, 0.851, 0.025)
N (3.229, -0.465, 0.273)
O (0.124, 0.716, -0.717)

Values from the calculation:
Spin multiplicity = 1
LUMO level = -0.5 eV
Kohn-Sham gap = 0.3215 Ha
E = -11238.869 eV
ΔE to the lowest compared entry with this formula, charge and spin = 1037.6 kJ/mol
Max |F| = 8.6 eV/Å

No. 4
Entry from OMol25: 2 unconnected molecules or ions with the total composition C3H9I3Si2 in a non-equilibrium geometry (ωB97M-V/def2-TZVPD).

CARTESIAN COORDINATES (ANGSTROEM)
C (1.669, -0.369, -1.876)
C (-1.145, 1.255, -1.420)
C (-1.589, -1.267, 1.841)
Si (0.328, 0.296, -0.668)
Si (0.112, -0.505, 1.558)
I (2.655, 3.110, -0.177)
I (-0.014, 1.472, 3.188)
I (1.622, -2.205, 2.544)
H (2.054, 0.369, -2.489)
H (2.591, -0.527, -1.205)
H (1.606, -1.424, -2.278)
H (-1.683, 1.803, -0.584)
H (-0.744, 2.013, -2.169)
H (-1.799, 0.556, -1.821)
H (-1.677, -1.933, 2.756)
H (-2.397, -0.612, 1.742)
H (-1.591, -2.033, 1.058)

Values from the calculation:
Spin multiplicity = 1
LUMO level (alpha / beta) = -2.1 / -2.1 eV
Kohn-Sham gap (alpha / beta) = 0.2183 / 0.2184 Ha
E = -43315.214 eV
ΔE to the lowest compared entry with this formula, charge and spin = 320.3 kJ/mol
Max |F| = 4.4 eV/Å

No. 5
Entry from OMol25: 2 unconnected molecules or ions with the total composition C4H12 in a non-equilibrium geometry (ωB97M-V/def2-TZVPD).

CARTESIAN COORDINATES (ANGSTROEM)
C (1.757, -1.584, -0.147)
C (1.963, -0.412, 0.853)
H (1.565, -2.530, 0.349)
H (0.866, -1.416, -0.760)
H (2.646, -1.550, -0.769)
H (2.304, 0.469, 0.328)
H (2.606, -0.874, 1.619)
H (1.148, -0.148, 1.559)
C (-2.519, 1.158, -0.057)
C (-1.244, 0.830, -0.639)
H (-2.437, 1.861, 0.770)
H (-3.142, 1.689, -0.851)
H (-3.253, 0.360, 0.156)
H (-1.350, 0.170, -1.499)
H (-0.435, 0.405, 0.066)
H (-0.474, 1.572, -0.978)

Values from the calculation:
Spin multiplicity = 2
LUMO level (alpha / beta) = -3.2 / -11.1 eV
Kohn-Sham gap (alpha / beta) = 0.4547 / 0.1487 Ha
Expectation value of S² = 0.754
E = -4330.615 eV
ΔE to the lowest compared entry with this formula, charge and spin = 59.5 kJ/mol
Net charge = +1
Max |F| = 2.3 eV/Å